# 1
Entry from OMol25: C48H37Cl3F3N13NaOS as an isolated structure (ωB97M-V with the def2-TZVPD basis set).

Element x y z (Å)
Na  0.015  0.622  -2.353
N  -0.043  -1.299  -6.589
C  0.011  -0.737  -5.246
S  0.182  1.077  -5.287
N  -1.234  -1.195  -4.568
N  -1.110  -1.061  -3.329
C  -2.111  -1.383  -2.468
C  -3.446  -1.815  -2.949
C  -4.052  -2.990  -2.494
C  -5.307  -3.379  -2.942
C  -5.984  -2.609  -3.876
C  -5.386  -1.451  -4.359
C  -4.136  -1.062  -3.905
C  -1.760  -1.383  -1.081
C  -2.749  -1.535  -0.062
C  -2.388  -1.575  1.255
C  -1.037  -1.455  1.610
C  -0.141  -1.257  0.579
N  -0.454  -1.208  -0.710
H  0.775  -0.993  -7.100
H  -0.042  -2.314  -6.530
H  -3.523  -3.606  -1.775
H  -5.751  -4.295  -2.568
H  -6.961  -2.912  -4.234
H  -5.896  -0.847  -5.100
H  -3.666  -0.174  -4.310
H  -3.792  -1.594  -0.341
H  -3.150  -1.687  2.020
H  -0.696  -1.520  2.627
H  0.915  -1.131  0.807
C  4.083  1.326  3.108
N  3.064  1.703  2.144
C  2.048  2.571  2.277
N  1.276  2.545  1.213
C  1.888  1.608  0.434
N  2.969  1.072  0.959
C  3.775  0.013  3.799
C  4.752  -0.957  3.965
C  4.455  -2.151  4.619
C  3.174  -2.393  5.086
C  2.190  -1.427  4.898
C  2.497  -0.229  4.270
C  0.809  -1.682  5.287
N  0.289  -2.653  5.952
N  -1.094  -2.441  5.932
C  -1.279  -1.358  5.261
O  -0.119  -0.817  4.841
C  -2.506  -0.696  4.840
C  -3.754  -1.248  5.121
C  -4.893  -0.616  4.647
C  -4.789  0.557  3.901
C  -3.543  1.107  3.630
C  -3.382  2.363  2.807
N  -2.949  2.081  1.445
C  -1.708  1.842  0.974
N  -1.758  1.558  -0.311
C  -3.089  1.627  -0.586
N  -3.848  1.938  0.442
C  -2.410  0.471  4.103
H  4.140  2.137  3.835
H  5.037  1.268  2.589
H  1.919  3.192  3.150
H  1.534  1.320  -0.542
H  5.748  -0.790  3.570
H  5.222  -2.905  4.736
H  2.916  -3.327  5.567
H  1.712  0.500  4.109
H  -3.813  -2.168  5.687
H  -5.867  -1.042  4.847
H  -5.680  1.038  3.515
H  -2.642  3.020  3.265
H  -4.322  2.904  2.733
H  -0.811  1.889  1.581
H  -3.498  1.426  -1.566
H  -1.432  0.876  3.873
F  6.010  -2.282  1.218
C  6.284  -2.710  -0.037
F  6.478  -4.046  0.065
F  7.471  -2.171  -0.379
C  5.196  -2.372  -1.002
C  5.451  -1.621  -2.139
C  4.422  -1.333  -3.022
C  3.126  -1.802  -2.783
C  2.883  -2.547  -1.620
C  3.909  -2.829  -0.739
C  2.058  -1.499  -3.681
C  1.186  -1.193  -4.458
H  6.450  -1.255  -2.335
H  4.607  -0.735  -3.904
H  1.873  -2.883  -1.419
H  3.711  -3.402  0.159
Cl  5.435  3.087  -3.605
C  3.954  3.347  -2.657
Cl  2.622  2.329  -3.203
H  3.663  4.383  -2.776
H  4.184  3.117  -1.624
Cl  -3.221  4.924  -4.999
C  -2.082  4.626  -3.724
C  -1.697  5.652  -2.883
C  -0.791  5.356  -1.875
C  -0.332  4.056  -1.757
N  -0.699  3.076  -2.580
C  -1.555  3.351  -3.558
H  -2.096  6.648  -3.017
H  -0.456  6.122  -1.188
H  0.350  3.780  -0.958
H  -1.788  2.542  -4.247

Values from the calculation:
LUMO	1.419	eV
Kohn-Sham gap	4.7	eV
total charge	-1

Mulliken population analysis, charges in e, atoms 1 to 8:
1 Na 0.7508
2 N -0.6321
3 C 0.8630
4 S -0.3254
5 N -1.5556
6 N 0.7612
7 C 0.2764
8 C 0.4311

# 2
Entry from OMol25: C30H27N7O6Sn as an isolated structure (ωB97M-V with the def2-TZVPD basis set).

Element x y z (Å)
Sn  9.884  11.818  11.626
O  14.493  15.411  10.500
C  13.507  16.166  11.001
C  13.738  17.491  11.306
C  12.747  18.330  11.754
C  11.466  17.819  11.914
C  11.222  16.485  11.656
C  12.248  15.655  11.212
C  11.944  14.195  11.195
O  10.833  13.802  11.679
N  12.813  13.398  10.606
N  12.423  12.071  10.809
C  13.325  11.172  10.867
C  12.938  9.793  11.145
C  13.658  9.027  12.073
C  13.110  7.818  12.425
C  11.925  7.377  11.829
C  11.357  8.178  10.881
N  11.833  9.375  10.554
H  14.141  14.500  10.309
H  14.759  17.860  11.185
H  12.994  19.331  12.029
H  10.675  18.468  12.244
H  10.260  16.062  11.783
H  14.373  11.466  10.950
H  14.531  9.411  12.580
H  13.612  7.167  13.170
H  11.478  6.420  12.089
H  10.403  7.838  10.411
O  13.022  9.333  18.719
C  13.536  9.704  17.523
O  14.649  9.400  17.230
C  12.645  10.538  16.636
C  13.249  11.430  15.767
C  12.456  12.286  15.033
C  11.050  12.210  15.088
C  10.470  11.288  15.943
C  11.255  10.518  16.726
N  10.223  12.908  14.187
C  9.130  13.427  14.618
C  8.183  13.985  13.646
C  7.130  14.819  14.056
C  6.258  15.358  13.137
C  6.419  14.975  11.815
C  7.425  14.069  11.497
N  8.273  13.583  12.394
H  12.206  9.817  18.920
H  14.357  11.400  15.710
H  12.894  13.002  14.351
H  9.399  11.117  15.970
H  10.773  9.762  17.310
H  8.948  13.443  15.674
H  7.148  15.094  15.089
H  5.450  16.045  13.460
H  5.797  15.348  11.021
H  7.544  13.700  10.516
C  8.808  11.512  7.067
C  8.770  11.602  8.575
N  9.647  12.260  9.247
O  10.653  12.879  8.479
C  7.798  10.912  9.431
C  6.855  9.905  8.954
N  7.719  11.284  10.689
O  6.885  10.813  11.511
H  9.271  12.422  6.695
H  7.828  11.439  6.620
H  9.355  10.606  6.722
H  11.083  13.531  9.068
H  5.846  10.100  9.400
H  7.174  8.891  9.230
H  6.734  9.850  7.879

Values from the calculation:
LUMO	-0.903	eV
Kohn-Sham gap	6.4	eV

Mulliken population analysis, charges in e, atoms 1 to 8:
1 Sn 0.5631
2 O -0.6752
3 C 0.0215
4 C -0.5225
5 C -0.5644
6 C -0.6845
7 C -0.7666
8 C 0.2426

# 3
Entry from OMol25: one molecule with the formula C23H24FNO6 (ωB97M-V with the def2-TZVPD basis set).

Element x y z (Å)
C  -0.166  5.297  -1.931
C  -0.819  4.936  -3.261
O  -0.123  3.909  -3.943
C  -0.185  2.635  -3.501
C  0.662  1.730  -4.150
C  0.696  0.409  -3.776
C  -0.099  -0.053  -2.724
C  0.049  -1.443  -2.291
O  0.260  -2.322  -3.257
C  0.084  -1.839  -0.977
C  0.474  -3.176  -0.627
O  0.652  -4.111  -1.404
C  0.693  -3.190  0.872
O  1.044  -4.113  1.574
N  0.424  -1.934  1.306
C  0.533  -1.527  2.682
C  -0.828  -1.399  3.406
O  -1.137  -2.475  4.244
C  -1.455  -3.690  3.578
C  -1.972  -4.660  4.639
O  -3.136  -4.180  5.261
C  -0.006  -1.004  0.273
C  0.862  0.234  0.229
C  0.378  1.450  0.694
C  1.157  2.591  0.632
C  2.427  2.498  0.095
F  3.182  3.610  0.010
C  2.944  1.295  -0.352
C  2.155  0.164  -0.276
C  -0.976  0.837  -2.112
C  -1.027  2.162  -2.495
H  -0.182  4.450  -1.249
H  -0.696  6.130  -1.477
H  0.870  5.584  -2.094
H  -0.773  5.789  -3.943
H  -1.872  4.664  -3.121
H  1.288  2.100  -4.946
H  1.357  -0.282  -4.277
H  0.436  -3.216  -2.848
H  1.131  -2.283  3.196
H  1.058  -0.568  2.719
H  -0.805  -0.530  4.068
H  -1.629  -1.255  2.663
H  -0.576  -4.118  3.084
H  -2.238  -3.504  2.827
H  -1.179  -4.825  5.381
H  -2.232  -5.612  4.174
H  -2.940  -3.288  5.572
H  -1.043  -0.700  0.482
H  -0.618  1.510  1.108
H  0.795  3.541  0.993
H  3.945  1.257  -0.752
H  2.544  -0.783  -0.617
H  -1.657  0.485  -1.354
H  -1.731  2.816  -2.006

Values from the calculation:
LUMO	-0.559	eV
Kohn-Sham gap	8.2	eV
structure (SMILES)	CCOc1ccc(/C(O)=C2/C(=O)C(=O)N(CCOCCO)[C@H]2c2ccc(F)cc2)cc1

natural (NBO) population analysis, charges in e, atoms 1 to 8:
1 C -0.6412
2 C -0.0637
3 O -0.4842
4 C 0.3318
5 C -0.2611
6 C -0.1354
7 C -0.1767
8 C 0.4825

# 4
Entry from OMol25: a 4-piece molecular cluster, C12H30O14S4 overall (ωB97M-V with the def2-TZVPD basis set).

Element x y z (Å)
O  3.684  -3.601  3.164
C  2.758  -3.408  2.432
O  2.388  -4.337  1.488
C  1.913  -2.155  2.513
C  1.233  -1.713  1.218
O  -0.171  -2.024  1.092
S  -0.665  -3.480  1.582
O  -1.283  -4.100  0.434
O  -1.891  -2.834  2.458
H  2.880  -4.206  0.666
H  2.632  -1.376  2.774
H  1.210  -2.219  3.347
H  1.272  -0.625  1.187
H  1.773  -2.078  0.341
H  -2.108  -3.460  3.165
O  3.749  -0.084  1.091
S  4.771  0.887  1.369
O  4.387  2.216  1.735
O  5.770  0.930  0.145
C  5.226  1.167  -1.180
C  4.803  2.602  -1.408
C  5.886  0.246  2.566
H  4.404  0.472  -1.356
H  6.037  0.897  -1.853
H  3.962  2.877  -0.777
H  4.499  2.732  -2.446
H  5.624  3.285  -1.188
H  6.181  -0.758  2.274
H  5.351  0.227  3.513
H  6.743  0.911  2.630
O  -8.134  -3.311  -0.250
S  -7.327  -3.535  -1.411
O  -6.987  -4.871  -1.790
O  -6.016  -2.652  -1.300
C  -5.200  -2.795  -0.110
C  -4.403  -4.079  -0.075
C  -8.031  -2.710  -2.797
H  -5.838  -2.689  0.769
H  -4.532  -1.937  -0.135
H  -5.055  -4.950  -0.005
H  -3.744  -4.073  0.787
H  -3.799  -4.186  -0.974
H  -8.272  -1.689  -2.515
H  -8.932  -3.259  -3.061
H  -7.318  -2.737  -3.616
O  1.131  3.356  -2.055
S  0.352  3.740  -0.915
O  -1.012  3.323  -0.816
O  0.441  5.318  -0.751
C  0.076  6.133  -1.889
C  -1.417  6.177  -2.137
C  1.205  3.312  0.559
H  0.621  5.782  -2.767
H  0.451  7.124  -1.642
H  -1.803  5.202  -2.429
H  -1.632  6.884  -2.939
H  -1.947  6.489  -1.238
H  2.235  3.648  0.482
H  1.167  2.227  0.638
H  0.704  3.768  1.408

Values from the calculation:
LUMO	0.207	eV
Kohn-Sham gap	10.3	eV

natural (NBO) population analysis, charges in e, atoms 1 to 8:
1 O -0.5351
2 C 0.8025
3 O -0.7389
4 C -0.5825
5 C -0.0634
6 O -0.7023
7 S 1.7197
8 O -0.9237

# 5
Entry from OMol25: a 2-piece molecular cluster, C2H9NOP2 overall (ωB97M-V with the def2-TZVPD basis set).

Element x y z (Å)
O  1.332  1.130  0.854
P  1.486  2.704  1.374
P  0.644  3.634  -0.341
H  1.519  0.528  1.647
H  0.499  2.790  2.458
H  0.751  4.843  0.367
H  1.948  3.916  -0.943
H  -0.787  0.345  -0.232
N  -1.537  -0.249  -0.275
C  -1.251  -1.454  -0.501
C  0.100  -2.049  -0.666
H  -2.118  -2.079  -0.692
H  0.331  -2.700  -1.543
H  0.405  -2.587  0.212
H  0.897  -1.297  -0.724

Values from the calculation:
LUMO	0.462	eV
Kohn-Sham gap	8.8	eV
structure (SMILES)	O[PH]#[PH2].[H]/N=C\C

natural (NBO) population analysis, charges in e, atoms 1 to 8:
1 O -1.0036
2 P 0.5555
3 P 0.0012
4 H 0.4970
5 H -0.0560
6 H -0.0012
7 H 0.0099
8 H 0.3329

# 6
Entry from OMol25: a 2-piece molecular cluster, C5H15NO overall (ωB97M-V with the def2-TZVPD basis set).

Element x y z (Å)
C  2.539  1.307  0.752
C  1.750  0.015  0.541
C  0.497  -0.054  1.420
C  -0.522  1.063  1.333
C  -0.776  1.536  -0.110
N  -1.132  0.477  -0.990
H  2.064  2.175  0.281
H  3.590  1.248  0.491
H  2.472  1.625  1.800
H  1.374  0.016  -0.488
H  2.372  -0.829  0.820
H  0.754  -0.195  2.444
H  0.016  -0.989  1.103
H  -0.141  1.988  1.773
H  -1.513  0.861  1.745
H  0.149  2.000  -0.490
H  -1.550  2.329  -0.108
H  -1.750  -0.219  -0.554
H  -1.592  0.715  -1.874
H  -2.322  -5.339  -3.749
H  -3.155  -4.408  -2.921
O  -3.126  -5.321  -3.219

Values from the calculation:
LUMO (alpha / beta)	-3.742 / -9.072	eV
Kohn-Sham gap (alpha / beta)	10.0 / 4.6	eV
spin multiplicity	2
total charge	+1

natural (NBO) population analysis, charges in e, atoms 1 to 8:
1 C -0.6168
2 C -0.3943
3 C -0.4047
4 C -0.4127
5 C -0.3101
6 N -0.2713
7 H 0.1877
8 H 0.2436

# 7
Entry from OMol25: CH6OSi2 as an isolated structure (ωB97M-V with the def2-TZVPD basis set).

Element x y z (Å)
C  -2.528  -0.169  -0.126
O  -3.196  -0.477  -1.007
Si  -0.298  0.127  -0.434
Si  -1.624  2.093  -0.374
H  -3.107  1.865  -0.208
H  -0.592  -0.846  -1.496
H  1.093  0.503  -0.743
H  -0.223  -0.590  0.841
H  -1.162  2.892  0.760
H  -1.393  2.914  -1.564

Values from the calculation:
LUMO	-0.003	eV
Kohn-Sham gap	9.8	eV

natural (NBO) population analysis, charges in e, atoms 1 to 8:
1 C 0.4167
2 O -0.5022
3 Si 0.3999
4 Si 0.4669
5 H -0.1144
6 H -0.1119
7 H -0.1705
8 H -0.1199

# 8
Entry from OMol25: a 4-piece molecular cluster, C2H11NO2S2 overall (ωB97M-V with the def2-TZVPD basis set).

Element x y z (Å)
N  -0.206  2.239  -0.718
C  -1.252  1.244  -0.211
C  -1.111  -0.182  -0.712
S  -2.570  -1.117  -0.042
S  1.949  0.625  1.086
H  0.666  1.968  -0.413
H  -0.544  3.203  -0.381
H  -1.328  1.252  0.921
H  -2.273  1.560  -0.618
H  -1.056  -0.174  -1.832
H  -0.271  -0.619  -0.313
H  3.261  0.838  1.262
H  2.856  -1.795  -1.357
H  2.049  -0.659  -0.668
O  1.979  -1.499  -1.120
H  -0.542  -2.676  2.388
H  -1.163  -1.797  1.270
O  -0.446  -2.412  1.459

Values from the calculation:
LUMO (alpha / beta)	3.066 / 0.887	eV
Kohn-Sham gap (alpha / beta)	6.3 / 4.1	eV
spin multiplicity	2
total charge	-1

natural (NBO) population analysis, charges in e, atoms 1 to 8:
1 N -0.8608
2 C -0.2300
3 C -0.5345
4 S 0.0540
5 S -1.0177
6 H 0.4027
7 H 0.3454
8 H 0.1835

Looking at F_max for the records above, in order, we have 0.009, 0.042, 0.017, 0.009, 0.063, 0.059, 0.080, 0.106 Eh/bohr.
Looking at E_tot for the records above, in order, we have -132768.145, -60092.107, -40732.819, -84934.392, -24333.402, -8956.377, -18933.901, -29507.455 eV.
Looking at ΔE to the lowest compared entry with this formula, charge and spin for the records above, in order, we have 85.20, 143.31, 11.83, 0.00, 96.33, 145.67, 326.76, 82.34 kJ/mol.